No. 1
Computed, not measured: 3 unconnected molecules or ions with the total composition C2H6N4O2 in a non-equilibrium geometry, with ωB97M-V/def2-TZVPD.

Geometry (Å):
O -3.244 0.974 0.232
O 0.488 -0.576 -0.310
N -2.915 -0.367 -0.169
N 3.771 0.251 0.055
N -0.674 0.165 0.189
N 2.647 -0.396 0.145
C 1.579 0.283 -0.204
C -1.552 -0.772 0.002
H -2.782 1.323 -0.618
H -3.356 -1.040 0.481
H 1.396 1.437 -0.176
H 4.118 0.257 1.460
H -0.856 -1.821 0.081
H 3.574 2.019 -0.932

Force components x, y, z for each atom (eV/Å):
2.319 -0.470 -2.914
1.696 2.912 0.690
0.462 -3.526 2.048
2.560 1.058 3.523
-0.634 -1.810 -2.088
-2.097 3.440 -1.076
-0.313 -2.312 1.317
1.999 1.316 1.176
-1.365 0.555 2.257
-0.955 0.849 -0.589
0.779 -2.259 -0.373
-0.790 0.387 -4.624
-3.507 1.888 -0.966
-0.153 -2.028 1.619

HOMO level: -0.3094 hartree
relative energy (zero: lowest compared OMol25 entry of this formula, charge and spin): 295.8 kcal/mol
multiplicity: 1

Löwdin population analysis, charges in e, atoms 1 to 6:
1. O -0.06
2. O -0.20
3. N -0.08
4. N -0.08
5. N 0.05
6. N -0.15


No. 2
Computed, not measured: a molecular structure, C2H6N4O2 in a non-equilibrium geometry, with ωB97M-V/def2-TZVPD.

Geometry (Å):
O 0.441 1.490 -0.509
O -1.725 1.006 -1.263
N 0.859 -1.147 0.486
N 0.083 1.212 0.961
N -1.052 -0.393 1.984
N 1.065 -0.984 -0.898
C -0.607 1.496 -1.398
C -0.150 -0.192 1.037
H -1.039 -1.410 2.301
H 2.119 -0.799 -1.000
H 0.665 -1.853 -1.608
H 0.304 -2.241 0.865
H -0.187 1.894 -2.253
H -0.775 1.920 1.296

Force components x, y, z for each atom (eV/Å):
-1.754 1.372 1.821
2.587 1.515 0.027
-4.516 -2.341 2.458
-0.977 1.250 -2.679
2.175 -2.148 -1.730
0.889 -2.730 -2.808
-1.829 -2.742 2.823
-1.579 0.109 3.486
-0.122 1.454 -0.599
-2.258 -0.984 -0.251
1.762 3.184 3.023
2.470 4.107 -1.831
0.554 1.018 -2.302
2.599 -3.064 -1.440

HOMO level: -0.3380 hartree
relative energy (zero: lowest compared OMol25 entry of this formula, charge and spin): 132.5 kcal/mol
multiplicity: 1

Löwdin population analysis, charges in e, atoms 1 to 6:
1. O -0.10
2. O 0.05
3. N -0.10
4. N 0.08
5. N 0.08
6. N -0.10


No. 3
Computed, not measured: 2 unconnected molecules or ions with the total composition C2H6N4O3S2 in a non-equilibrium geometry, with ωB97M-V/def2-TZVPD.

Geometry (Å):
S -1.306 2.352 1.393
S 3.135 -1.524 -0.019
O -2.515 1.447 0.710
O -0.238 2.085 0.068
O -1.744 3.742 1.531
N -0.648 -0.828 0.094
N 0.916 -0.794 1.561
N -0.413 -0.582 1.322
N 0.505 -1.141 -0.505
C 0.514 -1.626 -1.907
C 1.562 -1.157 0.385
H 1.329 -0.565 2.469
H 1.005 -0.827 -2.570
H -0.072 2.804 -0.575
H 0.888 -2.666 -1.957
H -2.235 0.767 0.090
H -0.683 -1.487 -2.089

Force components x, y, z for each atom (eV/Å):
0.161 0.036 -1.039
-0.527 0.157 0.519
-0.336 1.618 0.830
-0.302 0.585 0.545
0.293 -1.837 -0.962
0.347 0.314 1.347
0.031 -0.050 -1.409
0.217 -0.391 -0.218
1.179 -0.772 -0.002
-3.011 2.289 0.006
-0.382 0.229 -0.133
-0.285 -0.226 -0.677
-0.307 -1.656 0.981
-0.508 -0.048 0.692
-0.170 0.843 -0.198
0.626 -0.123 -0.081
2.975 -0.965 -0.201

HOMO level: -0.3236 hartree
relative energy (zero: lowest compared OMol25 entry of this formula, charge and spin): 14.1 kcal/mol
multiplicity: 1

Löwdin population analysis, charges in e, atoms 1 to 6:
1. S 0.90
2. S 0.56
3. O -0.30
4. O -0.35
5. O -0.42
6. N 0.02


No. 4
Computed, not measured: a single C2H6N4S molecule in a non-equilibrium geometry, with ωB97M-V/def2-TZVPD.

Geometry (Å):
S -2.448 -0.676 -0.034
N -1.100 1.869 0.091
N 0.932 1.064 0.048
N -0.284 0.780 -0.075
N -0.610 -0.461 -0.137
C 1.485 -1.354 0.077
C 1.794 -0.082 0.245
H -2.149 1.592 -0.176
H 2.720 0.351 0.456
H -0.708 2.796 -0.269
H 2.367 -1.956 0.216
H -2.664 -2.037 -0.176
H 0.665 -1.886 -0.265

Force components x, y, z for each atom (eV/Å):
0.685 -0.003 0.036
-3.858 0.599 -1.013
2.624 -0.661 0.433
0.125 -0.302 0.429
-4.652 0.048 -0.242
3.340 -1.253 0.548
-3.128 2.785 -1.401
3.214 1.275 0.400
1.629 -0.243 0.452
-0.558 -2.290 0.481
0.402 -0.541 0.283
1.029 0.993 -0.045
-0.851 -0.407 -0.361

HOMO level: -0.3013 hartree
relative energy (zero: lowest compared OMol25 entry of this formula, charge and spin): 138.4 kcal/mol
multiplicity: 1

Löwdin population analysis, charges in e, atoms 1 to 6:
1. S 0.66
2. N 0.06
3. N 0.03
4. N -0.46
5. N -0.30
6. C -0.02


No. 5
Computed, not measured: a single C2H6N4S molecule in a non-equilibrium geometry, with ωB97M-V/def2-TZVPD.

Geometry (Å):
S -4.092 0.556 2.208
N -1.317 0.191 1.571
N -2.451 0.575 1.442
N -0.954 0.795 -0.773
N -3.358 0.944 0.609
C -0.312 0.388 0.461
C 0.660 -0.873 0.309
H -1.102 -0.004 -1.373
H -1.850 1.305 -0.679
H 1.548 -0.578 -0.288
H 0.412 -1.887 -0.049
H 0.800 -1.269 1.350
H 0.299 1.157 0.808

Force components x, y, z for each atom (eV/Å):
0.726 -0.140 0.521
1.632 -0.593 1.401
-2.460 -0.213 -1.577
0.083 -0.028 -0.312
0.986 0.274 0.191
-1.767 -2.189 -1.706
-0.470 -0.171 1.273
-0.164 -0.004 -0.039
1.058 -0.371 -0.022
-0.301 -0.020 0.989
-1.283 0.867 -0.964
0.948 1.244 -0.517
1.013 1.343 0.762

HOMO level: -0.3145 hartree
relative energy (zero: lowest compared OMol25 entry of this formula, charge and spin): 125.6 kcal/mol
multiplicity: 1

Löwdin population analysis, charges in e, atoms 1 to 6:
1. S 0.73
2. N 0.08
3. N -0.58
4. N 0.04
5. N -0.28
6. C -0.38


No. 6
Computed, not measured: a single C2H6N4S2 molecule in a non-equilibrium geometry, with ωB97M-V/def2-TZVPD.

Geometry (Å):
S 2.099 -1.612 -0.053
S 2.426 1.623 -0.292
N 0.863 -0.369 0.280
N -0.782 -1.542 -0.789
N -1.230 0.425 0.562
N -0.493 -0.779 0.424
C 0.979 0.932 -0.010
C -0.334 1.552 0.340
H -0.364 -0.880 -1.565
H -0.211 2.224 1.197
H -0.736 2.040 -0.565
H -1.440 0.393 1.534
H 1.105 -2.377 -0.101
H -1.882 -1.629 -0.960

Force components x, y, z for each atom (eV/Å):
0.616 2.826 0.422
2.559 1.266 -0.406
0.665 -3.811 1.256
-1.373 1.914 -2.085
0.078 -0.527 0.521
0.481 -1.182 -0.701
-2.312 1.313 -0.481
0.259 0.769 -1.862
-1.466 -1.682 1.224
-0.567 0.037 -0.024
0.302 0.731 0.682
-0.591 0.149 0.798
-1.804 -2.415 -0.202
3.153 0.613 0.858

HOMO level (alpha / beta): -0.2009 / -0.3211 hartree
multiplicity: 3

Löwdin population analysis, charges in e, atoms 1 to 6:
1. S 0.84
2. S 0.70
3. N -0.45
4. N -0.01
5. N -0.01
6. N -0.23


No. 7
Computed, not measured: 2 unconnected molecules or ions with the total composition C2H6NO in a non-equilibrium geometry, with ωB97M-V/def2-TZVPD.

Geometry (Å):
O 0.370 -0.033 -0.531
N -3.508 0.044 0.399
C 2.446 -0.198 0.529
C 1.606 0.140 -0.495
H 2.075 -0.492 1.478
H 3.558 -0.016 0.455
H -3.169 0.955 0.756
H -2.787 -0.403 -0.234
H -4.530 -0.049 0.219
H 2.139 0.311 -1.421

Force components x, y, z for each atom (eV/Å):
1.652 0.307 1.147
1.103 0.182 -0.469
2.657 0.688 2.837
-2.585 -0.505 -4.058
-0.421 -0.671 0.855
-1.278 -0.512 -0.178
-0.758 -0.985 -0.416
-1.884 0.681 0.932
1.615 0.127 -0.067
-0.102 0.690 -0.583

HOMO level: -0.4761 hartree
relative energy (zero: lowest compared OMol25 entry of this formula, charge and spin): 127.4 kcal/mol
multiplicity: 1
total charge: +1

Löwdin population analysis, charges in e, atoms 1 to 6:
1. O 0.20
2. N 0.07
3. C 0.39
4. C -0.21
5. H 0.12
6. H 0.16


No. 8
Computed, not measured: 2 unconnected molecules or ions with the total composition C2H6NO in a non-equilibrium geometry, with ωB97M-V/def2-TZVPD.

Geometry (Å):
O 1.262 -0.946 0.077
N -0.473 1.206 -0.428
C 0.825 -1.107 1.219
C -1.520 0.734 -0.960
H 1.028 -1.995 1.834
H 0.410 0.593 -0.194
H -1.442 -0.345 -1.137
H -2.455 1.243 -1.167
H -0.372 2.200 -0.222
H 0.212 -0.323 1.708

Force components x, y, z for each atom (eV/Å):
-1.108 0.163 1.895
1.421 0.523 0.469
0.732 0.242 -1.160
0.448 -1.723 0.263
0.127 -0.029 -0.320
-1.382 0.343 -0.884
-0.425 0.306 -0.190
0.372 0.465 -0.024
-0.228 -0.096 0.002
0.043 -0.193 -0.049

HOMO level: -0.5674 hartree
relative energy (zero: lowest compared OMol25 entry of this formula, charge and spin): 26.4 kcal/mol
multiplicity: 1
total charge: +1

Löwdin population analysis, charges in e, atoms 1 to 6:
1. O -0.02
2. N 0.17
3. C -0.04
4. C 0.15
5. H 0.11
6. H 0.12


No. 9
Computed, not measured: a gas-phase ion, C2H6NO (charge +1), with ωB97M-V/def2-TZVPD.

Geometry (Å):
O -0.353 1.499 -1.065
N 0.124 0.180 1.092
C -0.045 -0.649 -0.156
C -0.132 0.352 -1.314
H 0.814 -1.300 -0.295
H -0.953 -1.235 -0.048
H -0.361 1.079 0.932
H -0.250 -0.302 1.905
H 0.051 -0.029 -2.330
H 1.103 0.405 1.279

Force components x, y, z for each atom (eV/Å):
-0.045 0.414 0.004
-0.009 -0.273 -0.150
0.380 0.445 -0.041
0.015 -0.420 0.041
-0.021 -0.136 0.164
-0.059 -0.085 -0.152
-0.041 -0.020 -0.044
-0.072 0.092 0.157
-0.160 0.013 0.068
0.013 -0.031 -0.048

HOMO level: -0.5762 hartree
relative energy (zero: lowest compared OMol25 entry of this formula, charge and spin): 0.6 kcal/mol
SMILES: [NH3+]CC=O
multiplicity: 1
total charge: +1

Löwdin population analysis, charges in e, atoms 1 to 6:
1. O 0.10
2. N 0.20
3. C -0.06
4. C -0.19
5. H 0.14
6. H 0.14


No. 10
Computed, not measured: 2 unconnected molecules or ions with the total composition C2H6NO2 in a non-equilibrium geometry, with ωB97M-V/def2-TZVPD.

Geometry (Å):
O -0.138 0.488 1.280
O -0.764 -1.197 -2.533
N -1.572 0.181 -0.805
C 1.301 0.428 1.196
C -0.945 -0.906 -1.355
H 1.695 -0.423 0.627
H -1.245 1.100 -1.137
H 1.624 1.346 0.702
H 1.623 0.326 2.222
H -0.743 -1.646 -0.550
H -0.835 0.303 0.353

Force components x, y, z for each atom (eV/Å):
0.573 -0.404 -0.033
0.611 0.065 -0.154
1.948 0.017 0.800
-2.632 0.107 -0.471
-1.711 0.810 0.202
-0.092 -0.149 -0.118
-0.689 -0.644 -0.929
0.678 0.148 0.198
0.676 0.253 0.290
0.119 -0.254 -0.213
0.518 0.051 0.429

HOMO level: -0.1362 hartree
relative energy (zero: lowest compared OMol25 entry of this formula, charge and spin): 46.4 kcal/mol
multiplicity: 1
total charge: -1

Löwdin population analysis, charges in e, atoms 1 to 6:
1. O -0.33
2. O -0.10
3. N -0.04
4. C -0.24
5. C -0.55
6. H 0.05


No. 11
Computed, not measured: a gas-phase ion, C2H6NO2 (charge +1) in a non-equilibrium geometry, with ωB97M-V/def2-TZVPD.

Geometry (Å):
O 0.697 1.711 0.146
O 1.039 -0.311 -0.822
N -1.198 -1.350 -0.009
C 0.411 0.577 0.004
C -0.660 -0.199 0.771
H -0.255 -0.588 1.661
H -1.447 0.477 1.045
H -0.592 -2.161 0.081
H 1.467 0.169 -1.550
H -2.102 -1.638 0.364
H -1.240 -1.195 -1.019

Force components x, y, z for each atom (eV/Å):
-0.311 0.435 0.097
-0.651 0.297 -0.337
0.030 -0.453 -0.021
0.555 -1.262 -0.243
0.003 0.964 -0.754
0.634 -0.459 1.136
-0.517 0.243 -0.057
0.352 -0.179 0.099
0.415 0.025 0.228
-0.247 0.075 -0.207
-0.262 0.315 0.059

HOMO level: -0.5777 hartree
relative energy (zero: lowest compared OMol25 entry of this formula, charge and spin): 9.4 kcal/mol
SMILES: [NH3+]CC(=O)O
multiplicity: 1
total charge: +1

Löwdin population analysis, charges in e, atoms 1 to 6:
1. O 0.21
2. O 0.10
3. N 0.21
4. C -0.49
5. C -0.02
6. H 0.14


No. 12
Computed, not measured: a gas-phase ion, C2H6NO2 (charge +1) in a non-equilibrium geometry, with ωB97M-V/def2-TZVPD.

Geometry (Å):
O -1.324 0.259 0.397
O 0.521 0.694 1.535
N 0.228 -0.197 -1.678
C 0.672 -0.793 -0.329
C -0.004 0.037 0.687
H 1.803 -0.731 -0.426
H -1.593 0.971 0.999
H 0.947 -0.423 -2.435
H -0.707 -0.459 -1.998
H 0.471 -1.900 -0.357
H 0.330 0.851 -1.731

Force components x, y, z for each atom (eV/Å):
0.752 -0.843 -0.380
0.687 -0.822 0.056
1.969 0.781 -1.755
1.664 -1.462 -2.418
-1.160 2.333 1.191
-1.435 0.322 1.075
-0.206 -0.094 0.083
-1.297 -0.442 1.036
-0.001 0.029 0.173
-0.330 1.181 0.212
-0.644 -0.983 0.727

HOMO level: -0.5744 hartree
relative energy (zero: lowest compared OMol25 entry of this formula, charge and spin): 19.5 kcal/mol
SMILES: [NH3+]CC(=O)O
multiplicity: 1
total charge: +1

Löwdin population analysis, charges in e, atoms 1 to 6:
1. O 0.10
2. O 0.18
3. N 0.18
4. C -0.01
5. C -0.51
6. H 0.17